# 1
Molecular formula: C30H60P2Si2W
Method: DFT, ωB97M-V/def2-TZVPD

Calculated values
Expectation value of S²: 2.0164
Spin multiplicity: 3
Molar mass in g mol⁻¹: 722.8
E_HOMO (spin up / spin down) in eV: -12.27 / -12.60
HOMO-LUMO gap (spin up / spin down) in hartree: 0.22573 / 0.23679
Net charge: +2
Lowest unoccupied orbital energy (spin up / spin down) in eV: -6.1 / -6.2
Strongest force on any atom in eV/Å: 4.3
Energy relative to the best compared isomer or geometry (same formula, charge and spin) in kcal/mol: 24.51

Cartesian coordinates (Å):
W  0.00948  0.76481  -1.68281
C  1.06716  -0.09784  0.33358
C  1.71203  -0.39285  -0.92318
C  1.83906  1.90325  -0.49205
C  1.28060  1.27466  0.65001
C  2.16139  0.88805  -1.48468
C  0.60323  -1.11575  1.31569
H  0.45693  -2.08940  0.84310
H  -0.35761  -0.82192  1.75603
H  1.33100  -1.22674  2.14175
C  1.00867  1.92432  1.97530
H  0.06404  1.57894  2.42294
H  0.95402  3.01995  1.89321
H  1.78773  1.68104  2.72089
C  2.35928  3.31052  -0.50893
H  3.00712  3.49198  0.37999
H  1.54859  4.06553  -0.45853
H  2.95086  3.50867  -1.40884
C  3.14217  1.02534  -2.61510
H  3.95106  1.71787  -2.33655
H  2.69045  1.40145  -3.54551
H  3.58787  0.04103  -2.81850
C  2.17662  -1.74527  -1.35858
H  3.19233  -1.93861  -0.99809
H  2.20928  -1.82855  -2.44275
H  1.51050  -2.52932  -0.96237
C  -4.57807  -2.80433  1.37019
C  -3.27237  -3.06180  1.44316
C  -2.34329  -3.60840  0.40685
C  -2.88075  -4.15471  -0.95137
C  -3.07695  -2.93000  -1.84963
C  -4.17787  -1.99326  -1.66840
C  -5.45429  -2.23031  -1.00051
C  -5.51559  -3.13752  0.26344
H  -1.69690  -4.36161  0.89886
H  -3.78023  -4.76926  -0.85198
H  -1.66062  -2.77055  0.15524
H  -5.45557  -4.18231  -0.05355
H  -5.06177  -2.38450  2.26713
H  -2.78818  -2.86639  2.41521
H  -6.51597  -2.99086  0.70565
H  -5.79812  -1.23623  -0.67835
H  -4.08388  -1.04308  -2.22108
H  -6.19894  -2.54077  -1.77647
H  -2.10245  -4.79707  -1.40943
H  -2.17155  -2.28906  -1.70988
P  -2.58094  -2.90732  -3.67630
C  -4.23429  -3.18237  -4.42294
C  -1.71117  -4.40851  -4.14848
P  -0.38236  -0.48557  -3.62217
C  -1.91798  -1.35535  -4.27406
C  0.80243  -1.73263  -4.31137
C  -0.48583  0.68690  -5.07284
H  -4.74594  -2.22492  -4.57209
H  -4.83241  -3.81725  -3.75753
H  -4.13506  -3.69671  -5.38734
H  -2.25538  -4.87690  -4.98387
H  -1.69037  -5.13860  -3.33161
H  -0.68856  -4.19145  -4.47971
H  -0.92340  0.17761  -5.94300
H  0.50533  1.05115  -5.37356
H  -1.14387  1.53291  -4.82981
H  -2.74782  -0.62257  -4.27579
H  -1.70161  -1.56300  -5.34873
H  1.79166  -1.26834  -4.44046
H  0.47516  -2.10863  -5.29045
H  0.90309  -2.60368  -3.64928
C  -4.31998  1.44036  0.97465
Si  -2.47628  1.50336  1.34478
C  -2.30440  3.09563  2.37185
C  -2.24557  0.17770  2.66659
C  -1.55336  1.16167  -0.32565
Si  -1.47205  2.82272  -1.21965
C  -1.00281  4.36081  -0.23814
C  -0.13071  2.75970  -2.61991
C  -3.12998  3.24968  -1.95578
H  -4.81697  1.21799  1.93313
H  -4.55040  0.64503  0.25240
H  -4.67814  2.40630  0.59236
H  -3.06090  2.98856  3.16926
H  -1.32525  3.20591  2.85658
H  -2.52904  4.01852  1.82400
H  -3.06315  0.35247  3.38391
H  -2.37316  -0.84178  2.27732
H  -1.30608  0.23899  3.23047
H  -2.17826  0.33922  -0.77979
H  -0.44921  4.21370  0.69272
H  -0.39843  5.01448  -0.87760
H  -1.91252  4.92057  0.00439
H  -0.80680  3.22855  -3.34387
H  0.70694  3.45011  -2.43745
H  0.36869  1.87754  -3.20090
H  -3.68029  2.36522  -2.29280
H  -3.74891  3.78985  -1.22711
H  -2.95711  3.91391  -2.80980

These are the Mulliken partial charges, in e, on atoms 1 to 6:
1 W -1.442
2 C 0.440
3 C 0.757
4 C 0.835
5 C 1.077
6 C 0.445

---

# 2
Molecular formula: C29H48N2O6P
Method: DFT, ωB97M-V/def2-TZVPD

Calculated values
Spin multiplicity: 1
Molar mass in g mol⁻¹: 551.7
E_HOMO in eV: -11.39
HOMO-LUMO gap in hartree: 0.33088
Net charge: +1
Lowest unoccupied orbital energy in eV: -2.4
Strongest force on any atom in eV/Å: 1.3
Energy relative to the best compared isomer or geometry (same formula, charge and spin) in kcal/mol: 0.00

Cartesian coordinates (Å):
C  4.97337  1.94618  2.12478
C  4.39911  3.29155  1.84235
O  5.03795  4.28443  1.92648
O  3.12588  3.37626  1.39733
C  2.19775  2.32363  1.67009
C  0.83096  2.83878  1.27107
C  -0.12476  1.66656  1.06892
C  -1.55173  2.05174  0.91662
C  -2.37239  2.70181  1.80399
P  -1.92373  3.35144  3.42477
C  -3.49194  3.97063  4.12663
C  -1.53503  1.82917  4.36579
N  -3.60660  2.77258  1.19636
C  -3.56754  2.21631  -0.00466
N  -2.33429  1.77105  -0.21252
C  -1.97589  1.10654  -1.48505
O  -2.53896  -0.14693  -1.53028
C  -1.84978  -1.16073  -0.86421
C  -0.49324  -1.39395  -1.08154
C  0.11986  -2.44400  -0.40293
C  -0.61659  -3.25768  0.46360
C  -1.94817  -3.01916  0.65294
C  -2.58347  -1.96669  -0.01099
H  4.36288  1.33477  2.77731
H  5.10037  1.39827  1.19711
H  5.93577  2.09382  2.58289
H  2.22134  2.07377  2.72531
H  2.45304  1.44548  1.08142
H  0.95085  3.39744  0.35047
H  0.46640  3.50219  2.04364
H  0.21363  1.06063  0.24299
H  -0.06685  1.01420  1.93710
H  -4.38482  3.68938  3.57718
H  -3.59731  3.56445  5.12318
H  -3.44561  5.04536  4.18687
H  -1.75622  2.01027  5.40850
H  -2.07556  0.95840  4.01804
H  -0.47589  1.63854  4.26260
H  -4.42720  3.18584  1.60559
H  -4.38590  2.14635  -0.68878
H  -0.90278  1.12738  -1.59364
H  -2.38622  1.69320  -2.29292
H  0.07353  -0.79617  -1.77555
H  1.16737  -2.62680  -0.56449
H  -0.14655  -4.07533  0.97772
H  -2.49820  -3.66917  1.30984
H  -3.63836  -1.79764  0.12669
C  -2.96649  -6.74287  3.90918
C  -1.78097  -7.62988  3.52883
C  -1.04768  -6.75002  2.52648
O  -1.28842  -5.39567  2.93028
C  -2.32465  -5.36225  3.91694
H  -3.41754  -6.99950  4.86555
H  -3.74065  -6.79860  3.14118
H  -1.15324  -7.81332  4.40261
H  -2.06865  -8.59148  3.10908
H  -1.43840  -6.89049  1.51290
H  0.02789  -6.92615  2.50992
H  -1.87749  -5.13678  4.89024
H  -3.02565  -4.56352  3.66717
C  5.02077  2.85266  -2.90574
C  4.95240  2.31373  -1.47825
C  4.06516  1.08927  -1.65342
O  4.31202  0.59886  -2.96348
C  5.06258  1.56203  -3.71445
H  5.87879  3.49475  -3.09085
H  4.11566  3.41754  -3.13812
H  5.94842  2.01446  -1.14442
H  4.54704  3.02366  -0.76118
H  3.00117  1.35931  -1.56709
H  4.27976  0.29466  -0.93365
H  6.08709  1.19652  -3.82949
H  4.61735  1.66004  -4.70437
C  -0.33812  -0.49091  -6.15736
C  -1.73153  0.06240  -6.45592
C  -2.09763  0.70405  -5.12578
O  -0.86821  1.15296  -4.54323
C  0.24344  0.59537  -5.26376
H  0.26276  -0.66351  -7.04764
H  -0.41545  -1.43276  -5.61008
H  -1.67552  0.82033  -7.23917
H  -2.44847  -0.69514  -6.76631
H  -2.56468  -0.02411  -4.45117
H  -2.76910  1.55760  -5.23561
H  0.71062  1.38962  -5.85410
H  0.97709  0.22306  -4.55437

These are the Mulliken partial charges, in e, on atoms 1 to 6:
1 C -0.772
2 C 0.632
3 O -0.551
4 O -0.326
5 C -0.790
6 C -0.265

---

# 3
Molecular formula: C24H27ClN2O7SiW
Method: DFT, ωB97M-V/def2-TZVPD

Calculated values
Spin multiplicity: 1
Molar mass in g mol⁻¹: 702.9
E_HOMO in eV: -7.78
HOMO-LUMO gap in hartree: 0.23551
Lowest unoccupied orbital energy in eV: -1.4
Strongest force on any atom in eV/Å: 4.4

Cartesian coordinates (Å):
W  -0.31878  0.68754  0.47150
C  -3.40768  0.40454  -6.73990
O  -2.34358  0.37494  -5.81420
C  -2.60728  0.22054  -4.49170
C  -3.89078  0.05274  -3.94790
C  -4.05058  -0.05356  -2.58740
C  -2.96108  0.00474  -1.69920
C  -3.10518  0.00094  -0.27320
C  -4.38808  0.42884  0.38370
O  -2.16188  -0.36876  0.50040
C  -1.64738  0.15084  -2.25890
O  -0.60238  0.27554  -1.47840
C  -1.50568  0.25274  -3.64500
H  -2.94818  0.57134  -7.71430
H  -4.11208  1.21694  -6.53200
H  -3.94888  -0.54596  -6.76460
H  -4.75928  0.02344  -4.58700
H  -5.04168  -0.21606  -2.19050
H  -5.10728  0.84064  -0.31540
H  -4.12098  1.19304  1.11560
H  -4.82508  -0.41116  0.92450
H  -0.51938  0.38104  -4.06680
Cl  -1.12318  -4.50786  5.67630
C  -0.85678  -3.13096  4.66450
C  -0.76608  -1.87046  5.25390
C  -0.52778  -0.76186  4.45560
C  -0.35748  -0.89106  3.07930
O  -0.09788  0.15914  2.30770
C  -0.42538  -2.19646  2.48020
C  -0.16828  -2.34166  1.11130
O  0.13032  -1.36316  0.29840
C  -0.70308  -3.30906  3.31270
H  -0.86718  -1.76736  6.32240
H  -0.45438  0.22104  4.89810
H  -0.17688  -3.34956  0.68880
H  -0.77888  -4.29356  2.87710
C  2.47562  -0.99556  -1.55880
Si  2.03132  0.60994  -0.52890
C  2.47672  2.04114  -1.79670
C  3.49332  0.47514  0.74120
C  3.26532  0.08434  2.06030
C  4.31522  -0.18496  2.92130
C  5.62212  -0.07716  2.47420
C  5.86822  0.31314  1.16790
C  4.81262  0.59254  0.31780
H  3.41962  -0.87176  -2.08530
H  1.70402  -1.24316  -2.28460
H  2.58542  -1.84996  -0.89410
H  3.09072  1.68244  -2.61780
H  3.01352  2.85594  -1.31930
H  1.56752  2.46294  -2.22200
H  2.24222  -0.02806  2.40810
H  4.11752  -0.49056  3.93980
H  6.44242  -0.29426  3.14430
H  6.88672  0.38804  0.81210
H  5.00852  0.89024  -0.70070
N  1.02932  2.49624  2.17480
H  0.16762  2.92694  2.51390
H  1.54312  3.18384  1.62830
H  1.58962  2.23894  2.98340
O  -1.56808  1.96404  1.29430
N  -1.47488  2.21424  -0.03260
O  -0.17908  2.53304  -0.25640

These are the natural (NBO) partial charges, in e, on atoms 1 to 6:
1 W 1.754
2 C -0.255
3 O -0.481
4 C 0.363
5 C -0.360
6 C -0.108

---

# 4
Molecular formula: C3H6N2
Method: DFT, ωB97M-V/def2-TZVPD

Calculated values
Spin multiplicity: 1
Molar mass in g mol⁻¹: 70.1
SMILES string: [H]/N=N/C1CC1
E_HOMO in eV: -9.22
HOMO-LUMO gap in hartree: 0.37953
Lowest unoccupied orbital energy in eV: 1.1
Strongest force on any atom in eV/Å: 4.0
Energy relative to the best compared isomer or geometry (same formula, charge and spin) in kcal/mol: 66.03

Cartesian coordinates (Å):
C  1.09422  -0.70746  -0.11753
C  1.06872  0.75613  -0.11697
C  -0.17833  0.07521  0.41530
N  -2.35532  -0.11080  0.15909
N  -1.29671  0.16592  -0.42142
H  1.02054  -1.23647  -0.97814
H  1.50552  -1.27826  0.77124
H  1.83582  1.29829  0.50498
H  0.87002  1.13255  -1.14167
H  -0.43625  -0.22957  1.46098
H  -3.12823  0.13447  -0.53585

These are the natural (NBO) partial charges, in e, on atoms 1 to 6:
1 C -0.388
2 C -0.413
3 C -0.136
4 N -0.348
5 N -0.141
6 H 0.212

---

# 5
Molecular formula: C4H5F3
Method: DFT, ωB97M-V/def2-TZVPD

Calculated values
Spin multiplicity: 1
Molar mass in g mol⁻¹: 110.1
E_HOMO in eV: -9.79
HOMO-LUMO gap in hartree: 0.37801
Lowest unoccupied orbital energy in eV: 0.5
Strongest force on any atom in eV/Å: 7.7
Energy relative to the best compared isomer or geometry (same formula, charge and spin) in kcal/mol: 119.68

Cartesian coordinates (Å):
C  1.52123  -0.07230  0.04648
C  0.12181  -0.05585  0.40737
C  -1.06226  -0.64911  -0.48900
C  -0.94237  0.93964  -0.38676
H  1.81869  -1.30024  -0.30764
H  1.61145  0.78802  -0.89476
H  2.30155  0.17670  1.38529
H  -0.81430  -1.15788  -1.29955
H  -0.74191  1.46103  -1.28386
F  -0.24570  -0.20835  1.72880
F  -1.92272  -1.41745  0.40811
F  -1.64547  1.49579  0.68552

These are the natural (NBO) partial charges, in e, on atoms 1 to 6:
1 C -0.647
2 C 0.246
3 C 0.145
4 C 0.134
5 H 0.234
6 H 0.247

---

# 6
Molecular formula: C9H14O
Method: DFT, ωB97M-V/def2-TZVPD

Calculated values
Spin multiplicity: 1
Molar mass in g mol⁻¹: 138.2
SMILES string: Cc1ccc(O)cc1.CC
E_HOMO in eV: -8.61
HOMO-LUMO gap in hartree: 0.34798
Lowest unoccupied orbital energy in eV: 0.9
Strongest force on any atom in eV/Å: 5.7
Energy relative to the best compared isomer or geometry (same formula, charge and spin) in kcal/mol: 69.04

Cartesian coordinates (Å):
C  -0.48184  0.34971  -2.75720
C  -0.75162  -1.05941  -2.11660
H  -0.05353  0.58264  -3.77719
H  -1.32483  1.01524  -2.93989
H  0.20343  0.97380  -1.99919
H  0.07446  -1.68896  -1.65139
H  -1.14672  -1.53718  -3.05204
H  -1.47573  -0.80729  -1.33961
C  2.31862  -0.96643  0.59211
C  -1.25031  0.86660  1.25530
C  -1.00883  -0.20767  2.12948
C  -0.24656  1.52834  0.65060
C  0.19915  -0.87827  2.01152
C  1.00749  0.96385  0.63551
C  1.10215  -0.26959  1.21266
O  -2.52842  1.62180  1.48809
H  -1.57212  -0.65446  2.95444
H  -2.83039  1.15630  2.36031
H  -0.28887  2.63907  0.30338
H  0.36748  -1.74363  2.62717
H  1.90381  1.31619  0.14180
H  3.12547  -0.39436  1.09011
H  2.27028  -0.76090  -0.47025
H  2.38744  -2.04537  0.65091

These are the natural (NBO) partial charges, in e, on atoms 1 to 6:
1 C -0.634
2 C -0.632
3 H 0.210
4 H 0.214
5 H 0.193
6 H 0.214

---

Please write out number 3 again, unchanged.
Molecular formula: C24H27ClN2O7SiW
Method: DFT, ωB97M-V/def2-TZVPD

Calculated values
Spin multiplicity: 1
Molar mass in g mol⁻¹: 702.9
E_HOMO in eV: -7.78
HOMO-LUMO gap in hartree: 0.23551
Lowest unoccupied orbital energy in eV: -1.4
Strongest force on any atom in eV/Å: 4.4

Cartesian coordinates (Å):
W  -0.31878  0.68754  0.47150
C  -3.40768  0.40454  -6.73990
O  -2.34358  0.37494  -5.81420
C  -2.60728  0.22054  -4.49170
C  -3.89078  0.05274  -3.94790
C  -4.05058  -0.05356  -2.58740
C  -2.96108  0.00474  -1.69920
C  -3.10518  0.00094  -0.27320
C  -4.38808  0.42884  0.38370
O  -2.16188  -0.36876  0.50040
C  -1.64738  0.15084  -2.25890
O  -0.60238  0.27554  -1.47840
C  -1.50568  0.25274  -3.64500
H  -2.94818  0.57134  -7.71430
H  -4.11208  1.21694  -6.53200
H  -3.94888  -0.54596  -6.76460
H  -4.75928  0.02344  -4.58700
H  -5.04168  -0.21606  -2.19050
H  -5.10728  0.84064  -0.31540
H  -4.12098  1.19304  1.11560
H  -4.82508  -0.41116  0.92450
H  -0.51938  0.38104  -4.06680
Cl  -1.12318  -4.50786  5.67630
C  -0.85678  -3.13096  4.66450
C  -0.76608  -1.87046  5.25390
C  -0.52778  -0.76186  4.45560
C  -0.35748  -0.89106  3.07930
O  -0.09788  0.15914  2.30770
C  -0.42538  -2.19646  2.48020
C  -0.16828  -2.34166  1.11130
O  0.13032  -1.36316  0.29840
C  -0.70308  -3.30906  3.31270
H  -0.86718  -1.76736  6.32240
H  -0.45438  0.22104  4.89810
H  -0.17688  -3.34956  0.68880
H  -0.77888  -4.29356  2.87710
C  2.47562  -0.99556  -1.55880
Si  2.03132  0.60994  -0.52890
C  2.47672  2.04114  -1.79670
C  3.49332  0.47514  0.74120
C  3.26532  0.08434  2.06030
C  4.31522  -0.18496  2.92130
C  5.62212  -0.07716  2.47420
C  5.86822  0.31314  1.16790
C  4.81262  0.59254  0.31780
H  3.41962  -0.87176  -2.08530
H  1.70402  -1.24316  -2.28460
H  2.58542  -1.84996  -0.89410
H  3.09072  1.68244  -2.61780
H  3.01352  2.85594  -1.31930
H  1.56752  2.46294  -2.22200
H  2.24222  -0.02806  2.40810
H  4.11752  -0.49056  3.93980
H  6.44242  -0.29426  3.14430
H  6.88672  0.38804  0.81210
H  5.00852  0.89024  -0.70070
N  1.02932  2.49624  2.17480
H  0.16762  2.92694  2.51390
H  1.54312  3.18384  1.62830
H  1.58962  2.23894  2.98340
O  -1.56808  1.96404  1.29430
N  -1.47488  2.21424  -0.03260
O  -0.17908  2.53304  -0.25640

These are the natural (NBO) partial charges, in e, on atoms 1 to 6:
1 W 1.754
2 C -0.255
3 O -0.481
4 C 0.363
5 C -0.360
6 C -0.108